[1]
{
  "formula": "C49H47BIN8PTi",
  "method": "wB97M-V/def2-TZVPD",
  "elements": ["Ti", "C", "C", "C", "C", "C", "N", "N", "B", "N", "N", "C", "C", "C", "C", "C", "N", "N", "C", "C", "C", "C", "C", "H", "H", "H", "H", "H", "H", "H", "H", "H", "H", "H", "H", "H", "H", "H", "H", "H", "H", "H", "H", "H", "H", "I", "C", "C", "C", "C", "C", "C", "C", "C", "C", "P", "C", "C", "C", "C", "C", "C", "C", "C", "C", "C", "C", "C", "C", "H", "H", "H", "H", "H", "H", "H", "H", "H", "H", "H", "H", "H", "H", "H", "H", "C", "C", "C", "C", "C", "C", "N", "N", "C", "C", "C", "C", "C", "C", "H", "H", "H", "H", "H", "H", "H", "H", "H"],
  "coordinates": [[-1.70135, 0.06350, -0.60845], [-4.50947, 0.57306, -2.81923], [-3.17548, 0.21785, -3.37462], [-2.82518, 0.00355, -4.70656], [-1.47613, -0.32126, -4.70036], [-0.57950, -0.63462, -5.85296], [-1.05615, -0.29282, -3.43267], [-2.09129, 0.03936, -2.60656], [0.34710, -0.58088, -2.82593], [0.82501, 0.69254, -2.09297], [0.15669, 1.19977, -1.00961], [0.78804, 2.32282, -0.66066], [0.36951, 3.20561, 0.46449], [1.86764, 2.54216, -1.52387], [1.85699, 1.48819, -2.41527], [2.77114, 1.22886, -3.56726], [0.21908, -1.76788, -1.83553], [-0.46819, -1.67006, -0.65595], [-0.42685, -2.87644, -0.08086], [-1.06721, -3.19918, 1.22749], [0.28415, -3.75738, -0.89782], [0.67042, -3.02119, -2.00085], [1.40805, -3.48484, -3.21305], [-5.19478, 0.80754, -3.63245], [-4.91165, -0.25975, -2.24025], [-4.44386, 1.42921, -2.14909], [-3.46944, 0.06856, -5.56820], [-1.14470, -0.56041, -6.77992], [0.25763, 0.06233, -5.90243], [-0.16857, -1.64205, -5.77757], [1.11632, -0.86218, -3.69520], [-0.30512, 2.69642, 1.14780], [1.24983, 3.53289, 1.02062], [-0.14297, 4.09167, 0.08221], [2.57601, 3.35501, -1.48284], [3.56744, 1.97176, -3.56612], [3.22007, 0.23582, -3.51082], [2.23948, 1.29864, -4.51738], [-1.76793, -2.42827, 1.53265], [-1.61773, -4.13644, 1.14271], [-0.30752, -3.32195, 2.00490], [0.50147, -4.79539, -0.70227], [1.80016, -4.48393, -3.03019], [0.74592, -3.52916, -4.08007], [2.23966, -2.82454, -3.45811], [-1.34018, 0.33496, 2.50624], [-0.39625, -0.78355, 4.03030], [-1.30308, -1.15036, 4.98356], [-0.90853, -1.86960, 6.13192], [0.40507, -2.18185, 6.29349], [1.36658, -1.81066, 5.31785], [2.72033, -2.14626, 5.55067], [3.69063, -1.79772, 4.65723], [3.31822, -1.12113, 3.48309], [2.01533, -0.80189, 3.18960], [1.73511, 0.08472, 1.57599], [2.64274, -0.97796, 0.39256], [2.75650, -2.35626, 0.57826], [3.31230, -3.16353, -0.40466], [3.75891, -2.61083, -1.59713], [3.61561, -1.24620, -1.81070], [3.03869, -0.44314, -0.83678], [2.86458, 1.49881, 1.94705], [2.55421, 2.20940, 3.11200], [3.26939, 3.33674, 3.47715], [4.30790, 3.79385, 2.67298], [4.62485, 3.10037, 1.51728], [3.91147, 1.96077, 1.15734], [0.98731, -1.11167, 4.13067], [-2.34281, -0.88174, 4.85442], [-1.64721, -2.15710, 6.86869], [0.74484, -2.71338, 7.17463], [2.96832, -2.67759, 6.46205], [4.72965, -2.03821, 4.84034], [4.09248, -0.83968, 2.77754], [2.41352, -2.80753, 1.50157], [3.39871, -4.23017, -0.23514], [4.19976, -3.24020, -2.36060], [3.94653, -0.80608, -2.74460], [2.87805, 0.60898, -1.04471], [1.73375, 1.87742, 3.74104], [3.01353, 3.86253, 4.38846], [4.85929, 4.68455, 2.94583], [5.43590, 3.44408, 0.88698], [4.20291, 1.43159, 0.26198], [-2.67335, 5.64269, -0.68151], [-3.20542, 5.15191, 0.50600], [-3.30615, 3.78743, 0.72596], [-2.85719, 2.88886, -0.24151], [-2.33856, 3.38121, -1.43795], [-2.24846, 4.74844, -1.65390], [-2.94293, 1.48624, -0.06727], [-3.95843, 1.09887, 0.75107], [-4.19404, -0.24772, 0.64550], [-5.34023, -0.77026, 1.28738], [-5.73137, -2.06121, 1.02660], [-4.98901, -2.86436, 0.14436], [-3.82368, -2.37438, -0.41751], [-3.36345, -1.07177, -0.17136], [-2.59605, 6.70965, -0.84833], [-3.54673, 5.84016, 1.26973], [-3.71542, 3.39118, 1.64507], [-2.01254, 2.68617, -2.20242], [-1.84530, 5.11574, -2.58989], [-5.91165, -0.12824, 1.94813], [-6.63094, -2.45341, 1.48665], [-5.32596, -3.86949, -0.08184], [-3.24484, -3.02871, -1.06634]],
  "atomic_forces_ev_per_a": [[-1.17, 0.17, 0.63], [0.02, -0.02, -0.01], [-0.05, 0.03, -0.02], [-0.02, -0.02, -0.03], [0.00, 0.04, -0.09], [-0.04, -0.01, 0.04], [0.25, -0.05, -0.07], [0.14, -0.06, -0.64], [-0.22, -0.03, 0.09], [-0.26, 0.08, -0.31], [0.43, 0.16, -0.34], [0.01, 0.14, -0.05], [-0.01, 0.03, 0.00], [-0.04, 0.19, -0.11], [-0.66, 0.64, -0.72], [-0.04, 0.09, -0.10], [0.14, 0.11, -0.09], [0.32, -0.65, -0.18], [-0.09, -0.09, -0.14], [0.06, 0.02, -0.02], [-0.16, 0.00, -0.05], [-0.09, -0.16, -0.06], [-0.13, 0.07, -0.11], [0.00, 0.00, 0.00], [0.01, 0.01, 0.03], [0.01, -0.01, 0.03], [0.01, 0.01, 0.04], [0.01, -0.01, 0.00], [0.00, -0.01, -0.01], [0.00, 0.01, 0.00], [-0.06, 0.03, 0.03], [0.01, -0.01, 0.01], [-0.04, -0.02, -0.02], [0.01, -0.04, 0.00], [-0.05, -0.04, -0.01], [0.00, 0.01, -0.01], [-0.41, 0.67, -0.35], [-0.02, 0.04, 0.02], [-0.03, 0.03, -0.01], [0.02, 0.00, 0.03], [-0.01, 0.04, 0.02], [-0.02, 0.03, -0.02], [0.01, -0.01, -0.02], [-0.04, -0.03, 0.01], [-0.20, -0.10, -0.04], [-0.52, 0.30, 0.37], [-0.16, 0.02, -0.33], [-0.02, -0.14, 0.18], [0.07, 0.05, -0.09], [-0.05, 0.05, -0.05], [0.01, -0.09, 0.15], [0.07, 0.04, -0.09], [-0.14, 0.02, -0.01], [0.15, -0.09, 0.06], [0.06, 0.11, -0.30], [0.60, -0.04, 0.23], [0.00, -0.19, 0.06], [0.18, 0.12, 0.05], [0.24, 0.09, -0.08], [0.27, 0.03, 0.35], [0.21, -0.28, 0.30], [0.44, -0.17, 0.24], [0.02, -0.08, 0.04], [-0.04, 0.05, -0.02], [-0.01, 0.00, -0.03], [-0.04, 0.01, 0.01], [-0.03, 0.00, 0.00], [0.08, -0.02, 0.04], [0.02, -0.10, 0.05], [0.00, -0.03, 0.03], [0.00, 0.03, -0.02], [0.01, -0.01, -0.04], [-0.01, 0.01, -0.01], [0.00, 0.01, -0.01], [-0.02, -0.04, 0.01], [0.02, 0.00, -0.01], [-0.02, 0.01, 0.00], [0.05, 0.02, 0.07], [0.26, -0.53, 0.47], [0.49, -0.61, 0.54], [0.03, -0.01, 0.00], [-0.01, 0.01, -0.01], [0.01, -0.02, 0.01], [0.00, -0.02, 0.00], [0.00, -0.02, 0.00], [0.00, -0.03, 0.02], [0.02, -0.03, 0.00], [0.08, -0.06, 0.11], [-0.09, 0.06, 0.00], [0.00, -0.04, -0.03], [0.04, 0.01, 0.00], [-0.03, -0.59, 0.56], [-0.37, -0.20, -0.24], [0.29, 0.95, -0.21], [-0.20, -0.37, 0.09], [-0.05, 0.45, 0.22], [0.43, -0.05, -0.34], [-0.29, -0.49, 0.08], [0.38, 0.65, 0.27], [-0.02, -0.02, 0.00], [0.01, -0.01, -0.01], [-0.04, 0.02, -0.03], [-0.01, -0.01, -0.02], [0.00, -0.01, 0.00], [0.00, 0.00, -0.05], [0.02, -0.01, 0.01], [0.02, 0.01, 0.01], [0.01, -0.01, 0.01]],
  "lowdin_charge": [0.836, 0.001, -0.291, 0.032, -0.257, -0.009, 0.046, -0.008, -0.490, 0.023, 0.031, -0.332, -0.019, 0.010, -0.316, -0.002, 0.055, 0.014, -0.324, -0.026, 0.008, -0.271, -0.018, 0.084, 0.084, 0.073, 0.113, 0.083, 0.078, 0.079, 0.122, 0.012, 0.078, 0.080, 0.125, 0.095, 0.038, 0.088, 0.025, 0.090, 0.080, 0.122, 0.090, 0.086, 0.057, 1.230, -0.556, -0.174, -0.069, -0.036, -0.159, -0.030, -0.054, -0.093, -0.316, 1.043, -0.330, -0.092, -0.084, -0.106, -0.078, -0.103, -0.365, -0.110, -0.081, -0.092, -0.083, -0.091, -0.195, 0.079, 0.108, 0.113, 0.113, 0.107, 0.115, 0.106, 0.112, 0.109, 0.085, 0.064, 0.105, 0.104, 0.100, 0.102, 0.089, -0.104, -0.084, -0.028, -0.288, -0.059, -0.094, -0.209, -0.016, -0.407, -0.046, -0.107, -0.114, -0.146, -0.245, 0.097, 0.101, 0.103, 0.100, 0.103, 0.103, 0.093, 0.090, 0.096],
  "fmax_ev_per_a": 1.3,
  "lumo_ev": [0.1, 0.1],
  "homo_energy_ev": [-5.688, -5.697],
  "orbital_gap_ev": [5.80, 5.81],
  "total_energy_ha": -3846.9346
}

---

[2]
{
  "formula": "C26H74O16",
  "method": "wB97M-V/def2-TZVPD",
  "elements": ["C", "C", "C", "O", "H", "H", "H", "H", "H", "H", "H", "H", "C", "C", "C", "O", "H", "H", "H", "H", "H", "H", "H", "H", "C", "C", "C", "O", "H", "H", "H", "H", "H", "H", "H", "H", "C", "C", "C", "O", "H", "H", "H", "H", "H", "H", "H", "H", "O", "C", "C", "O", "H", "H", "H", "H", "H", "H", "O", "C", "C", "O", "H", "H", "H", "H", "H", "H", "O", "C", "C", "O", "H", "H", "H", "H", "H", "H", "O", "C", "C", "O", "H", "H", "H", "H", "H", "H", "O", "C", "C", "O", "H", "H", "H", "H", "H", "H", "C", "C", "O", "H", "H", "H", "H", "H", "H", "C", "C", "O", "H", "H", "H", "H", "H", "H"],
  "coordinates": [[1.93293, -1.56350, 3.56617], [0.38305, -1.73625, 3.73221], [-0.00618, -1.43275, 5.11411], [-0.47753, -0.93188, 2.90856], [2.24294, -0.52407, 3.50852], [2.31133, -2.01566, 2.62626], [2.47711, -2.15777, 4.31808], [0.08373, -2.72237, 3.54537], [0.21352, -0.42577, 5.40407], [0.36217, -2.11928, 5.84612], [-1.04184, -1.39256, 5.28334], [-0.77573, -1.45549, 2.12709], [0.19846, -1.00318, -5.11298], [-0.23782, -2.20721, -4.26716], [-0.48677, -3.45341, -5.09635], [0.87493, -2.49338, -3.39650], [0.42193, -0.15444, -4.56089], [-0.59462, -0.78129, -5.79073], [1.09020, -1.18105, -5.69345], [-1.11982, -1.96148, -3.70264], [-0.77850, -4.28526, -4.41885], [0.43347, -3.82343, -5.58042], [-1.25036, -3.32881, -5.87433], [1.10584, -1.70407, -2.83859], [-6.26879, -1.96597, 0.82711], [-5.54844, -1.03404, 1.81306], [-4.88794, -1.83273, 2.88051], [-4.64489, -0.17202, 1.12396], [-7.04244, -1.39773, 0.36201], [-6.83719, -2.70442, 1.42240], [-5.60382, -2.36057, 0.03278], [-6.35789, -0.38801, 2.22887], [-4.31617, -1.14795, 3.49081], [-4.12688, -2.55584, 2.45623], [-5.62698, -2.18816, 3.51435], [-5.09487, 0.11777, 0.31024], [-2.60513, 2.72255, 3.82284], [-2.12346, 1.87608, 2.66683], [-2.48343, 2.67116, 1.42749], [-0.73545, 1.68198, 2.71424], [-3.61008, 3.07406, 3.63847], [-1.93254, 3.61537, 3.93856], [-2.67405, 2.22354, 4.77087], [-2.61878, 0.92272, 2.60292], [-3.54445, 2.84550, 1.41149], [-2.14099, 2.17639, 0.50039], [-2.08706, 3.75621, 1.44772], [-0.51767, 0.74854, 3.07012], [0.71226, -4.19811, -1.19873], [2.05974, -4.62452, -1.01854], [2.92241, -3.56569, -0.43944], [3.18024, -2.63008, -1.49892], [0.74695, -3.61556, -2.02549], [2.11704, -5.56032, -0.45404], [2.47020, -4.94933, -1.97664], [3.87848, -3.95434, 0.01977], [2.46273, -3.02138, 0.39701], [3.79189, -1.95862, -1.11143], [-1.01970, -2.71257, 0.91344], [-2.19937, -2.63114, 0.03473], [-2.87367, -4.00076, -0.04417], [-2.08523, -4.95268, -0.77057], [-0.35376, -3.08098, 0.41154], [-2.82786, -1.87852, 0.48494], [-1.83832, -2.25799, -0.92469], [-3.84050, -3.80631, -0.54788], [-3.13143, -4.38525, 0.99258], [-1.13877, -4.73847, -0.68886], [2.46986, -0.13225, 0.28187], [1.29549, 0.72128, 0.14989], [0.16380, 0.03354, -0.49225], [0.39126, -0.20113, -1.90232], [2.60767, -0.43400, -0.60815], [0.99790, 1.02098, 1.16796], [1.60193, 1.61685, -0.41845], [-0.80937, 0.58016, -0.28724], [0.11403, -0.89586, 0.02040], [0.27791, 0.64820, -2.31338], [0.54230, 3.75783, 1.57990], [1.00042, 4.71359, 2.62076], [2.47869, 4.75500, 2.92045], [3.04253, 5.82658, 2.11987], [0.03885, 3.03601, 2.00646], [0.77911, 5.76181, 2.24354], [0.45454, 4.38032, 3.45858], [2.98905, 3.81529, 2.87249], [2.47423, 4.98602, 3.95681], [3.63636, 5.34833, 1.52275], [3.24841, 3.68768, 0.54223], [3.34203, 3.66893, -0.88672], [2.20089, 4.34797, -1.56261], [1.04669, 3.64978, -1.46376], [2.37846, 3.30817, 0.81321], [4.36778, 4.09780, -1.09922], [3.37420, 2.63788, -1.29607], [2.44024, 4.42372, -2.70235], [2.21279, 5.36685, -1.07643], [0.69981, 3.61754, -0.50992], [5.46964, 0.31054, -2.38846], [5.89384, -0.03043, -0.92415], [5.05062, -0.91829, -0.22953], [5.15942, -0.56382, -2.95848], [6.35758, 0.74482, -2.89933], [4.67084, 1.04330, -2.29978], [5.90847, 0.88586, -0.34679], [6.90291, -0.41927, -0.91962], [4.57166, -0.28968, 0.29822], [-2.77636, 1.52126, -4.30011], [-1.95146, 2.24707, -3.27793], [-0.54201, 2.17070, -3.62236], [-2.42371, 0.50818, -4.40681], [-2.69963, 1.95731, -5.33143], [-3.86698, 1.42038, -4.04514], [-2.17054, 1.76937, -2.27617], [-2.30196, 3.29903, -3.25012], [-0.07659, 2.89131, -3.15620]],
  "atomic_forces_ev_per_a": [[-0.50, -1.05, -1.36], [0.75, 0.89, -0.24], [-0.05, 0.70, 1.35], [0.58, 0.07, -0.45], [-0.04, 0.15, 0.46], [-0.52, 0.30, 0.16], [-0.38, 0.63, 0.19], [0.01, -1.76, -0.48], [1.00, 0.75, 0.18], [0.68, -0.38, 0.40], [-1.80, -0.58, -0.33], [0.42, 0.15, 0.34], [-0.64, -1.73, -0.65], [1.92, 0.57, -0.73], [0.24, -1.03, 0.37], [-0.06, -0.07, 0.86], [0.06, 1.62, 1.37], [-0.62, 0.45, -0.68], [0.29, -0.62, -0.24], [-0.48, 0.18, 0.45], [-0.11, 0.49, -0.39], [-0.20, 0.49, 0.10], [0.09, 0.12, 0.32], [-0.53, -0.71, -0.75], [0.01, 0.04, 0.50], [-1.46, 0.11, -1.10], [2.83, 1.07, -1.11], [0.13, -0.04, -0.31], [-0.57, 0.50, -0.79], [0.62, -0.18, -0.54], [-0.33, -0.19, 0.74], [0.54, -0.38, 0.24], [0.40, 0.26, 0.31], [-1.22, 0.38, 0.58], [-1.23, -1.47, 1.02], [0.33, -0.09, 0.48], [0.41, 0.77, 0.51], [-0.46, 1.12, -0.28], [0.86, 1.52, -0.76], [1.06, -1.26, 0.79], [-0.30, 0.25, -0.19], [-0.60, -0.77, -0.13], [0.35, -0.47, 0.54], [-0.34, -0.50, 0.14], [-0.61, -0.39, -0.27], [-0.24, 0.30, 0.33], [-0.10, -1.76, 0.05], [-0.49, 1.33, -0.98], [0.21, 0.69, -0.73], [-0.08, -1.17, -0.12], [1.27, 0.87, 0.46], [0.52, 0.46, 0.80], [-0.33, -0.52, 0.77], [-0.50, 0.29, 0.49], [0.10, 0.38, -0.25], [-0.70, 0.03, -0.82], [-0.43, -0.24, -0.09], [-0.16, -0.58, -0.42], [-3.14, 1.31, 1.27], [1.16, -0.66, 1.02], [0.05, 0.23, 0.22], [-0.65, 0.58, 0.38], [2.72, -1.44, -1.79], [-0.41, 0.15, 0.10], [-0.26, -0.20, -0.27], [0.41, -0.56, -0.11], [0.46, 0.47, -0.99], [-0.17, -0.09, -0.09], [-1.09, 0.80, 0.40], [1.46, 1.05, 0.94], [-1.01, 0.43, -0.55], [-0.17, -0.43, 1.45], [0.27, -0.59, -0.80], [0.21, -0.13, -0.39], [-0.27, -0.28, 0.22], [1.01, -0.46, -0.44], [-0.37, -1.07, -0.01], [-0.15, 0.84, -0.88], [1.05, 0.87, -0.17], [-0.45, -0.23, -2.44], [-0.94, 1.25, -0.79], [0.55, -1.20, 0.93], [0.27, -0.04, 0.15], [-0.24, -1.31, 0.73], [-0.72, 0.28, 1.34], [0.36, -0.53, -0.55], [0.54, 0.86, 1.10], [-0.21, 0.29, -0.14], [-0.57, -0.82, -0.76], [1.99, -1.04, 0.07], [2.52, 2.49, -1.44], [-2.90, -1.11, 1.80], [0.54, 0.40, -0.11], [-1.30, -0.10, -0.04], [0.07, 0.10, 0.47], [-0.32, 0.15, 1.95], [-0.69, -0.54, -0.79], [0.67, 0.37, -1.52], [0.84, 0.00, 1.06], [0.70, 0.39, -1.40], [-0.02, -0.19, -0.29], [-0.12, -0.05, 0.14], [-0.70, -0.06, 0.27], [-0.13, 0.01, -0.53], [0.27, 0.46, -0.04], [0.27, -0.29, -0.01], [-1.12, -0.29, 0.83], [-0.81, -0.25, -1.36], [-0.22, 0.28, 0.68], [-0.73, 0.25, 0.57], [0.25, -0.51, 0.04], [-0.06, -0.10, 0.98], [1.04, 0.45, 0.01], [0.50, 0.57, -0.75], [0.45, -0.40, 0.22], [-0.23, -0.33, -0.03]],
  "lowdin_charge": [-0.018, -0.438, -0.071, -0.083, 0.076, 0.060, 0.083, 0.119, 0.083, 0.084, 0.065, 0.069, -0.040, -0.450, -0.051, -0.103, 0.030, 0.070, 0.087, 0.120, 0.086, 0.088, 0.082, 0.078, -0.051, -0.507, -0.048, -0.064, 0.058, 0.093, 0.080, 0.143, 0.074, 0.102, 0.061, 0.100, -0.048, -0.492, -0.063, -0.110, 0.074, 0.096, 0.068, 0.120, 0.066, 0.066, 0.112, 0.099, -0.104, -0.236, -0.233, -0.088, 0.082, 0.123, 0.128, 0.138, 0.102, 0.041, -0.084, -0.160, -0.230, -0.066, 0.013, 0.093, 0.123, 0.107, 0.130, 0.043, -0.063, -0.194, -0.185, -0.053, 0.045, 0.114, 0.094, 0.136, 0.092, 0.049, -0.141, -0.152, -0.233, -0.080, 0.023, 0.148, 0.092, 0.114, 0.103, 0.061, -0.108, -0.242, -0.302, -0.087, 0.061, 0.145, 0.099, 0.161, 0.142, 0.113, -0.053, -0.285, -0.082, 0.073, 0.083, 0.044, 0.109, 0.104, 0.058, -0.103, -0.301, -0.100, 0.047, 0.093, 0.091, 0.111, 0.118, 0.063],
  "fmax_ev_per_a": 3.8,
  "lumo_ev": 0.4,
  "homo_energy_ev": -9.768,
  "smiles": "CC(C)O.CC(C)O.CC(C)O.CC(C)O.OCCO.OCCO.OCCO.OCCO.OCCO.CCO.CCO",
  "orbital_gap_ev": 10.13,
  "total_energy_ha": -2238.7275
}